# 1
Computed, not measured: a molecular structure, C29H46BrEuN3P2S in a non-equilibrium geometry, with ωB97M-V/def2-TZVPD.

Structure (ORCA input):
```
! wB97M-V def2-TZVPD RIJCOSX def2/J DEFGRID3
* xyz 2 8
N 3.694 -1.158 -4.518
C 4.167 -1.475 -3.305
C 3.386 -2.106 -2.339
C 2.043 -2.435 -2.638
C 1.550 -2.053 -3.904
C 2.427 -1.460 -4.819
C 1.233 -3.131 -1.664
Eu 0.499 -0.649 0.686
P -1.656 0.514 2.282
C -0.139 -3.199 -1.703
C -0.960 -3.385 -0.510
C -2.378 -3.368 -0.602
C -3.170 -3.499 0.523
C -2.542 -3.549 1.768
C -1.170 -3.652 1.924
C -0.368 -3.519 0.780
Br -3.687 -3.427 3.347
H 1.773 -3.599 -0.835
H -0.689 -3.091 -2.640
H 3.820 -2.362 -1.375
H 0.521 -2.249 -4.197
H 5.218 -1.225 -3.101
H 2.075 -1.216 -5.831
H -2.839 -3.271 -1.593
H 0.716 -3.588 0.901
H -4.264 -3.553 0.463
H -0.744 -3.836 2.919
P -0.416 1.661 -1.494
C -0.791 -0.472 3.592
C -1.618 -1.088 4.714
H -0.014 0.176 4.025
H -0.252 -1.303 3.085
H -0.958 -1.598 5.435
H -2.233 -0.370 5.268
H -2.281 -1.871 4.313
C -3.304 -0.257 2.078
C -4.472 0.147 2.972
H -3.152 -1.335 2.227
H -3.574 -0.139 1.011
H -5.356 -0.442 2.691
H -4.290 -0.071 4.031
H -4.734 1.204 2.870
C -1.891 2.218 2.881
C -2.082 2.382 4.379
H -2.728 2.670 2.329
H -0.977 2.744 2.554
H -2.146 3.450 4.624
H -3.008 1.923 4.743
H -1.242 1.972 4.950
C -0.064 3.482 -1.494
C -0.554 4.223 -0.260
H -0.534 3.891 -2.400
H 1.024 3.595 -1.597
H -0.407 5.301 -0.411
H -1.624 4.073 -0.067
H 0.014 3.928 0.632
C -2.246 1.770 -1.726
C -2.909 0.444 -2.069
H -2.422 2.511 -2.516
H -2.653 2.178 -0.792
H -3.995 0.585 -2.132
H -2.582 0.054 -3.042
H -2.714 -0.324 -1.309
C 0.032 1.420 -3.279
C 1.491 1.708 -3.610
H -0.626 2.075 -3.866
H -0.219 0.380 -3.525
H 1.692 1.426 -4.652
H 1.753 2.772 -3.515
H 2.175 1.125 -2.979
C 4.438 2.320 -1.075
N 4.490 1.176 -0.175
C 5.581 0.325 -0.060
C 5.249 -0.628 0.843
N 3.951 -0.369 1.247
C 3.496 0.790 0.668
S 2.090 1.641 1.129
H 3.673 2.191 -1.849
H 4.223 3.234 -0.506
H 5.421 2.400 -1.550
H 6.487 0.506 -0.614
H 5.806 -1.459 1.217
H 3.468 -0.803 2.036
*
```

LUMO (spin up / spin down) = -6.31 / -6.28 eV
<S²> = 15.7610
Gap between HOMO and LUMO (spin up / spin down) = 7.36 / 7.44 eV
E_HOMO (spin up / spin down) = -13.669 / -13.715 eV

# 2
Computed, not measured: a molecular structure, C29H46BrHfN3P2S in a non-equilibrium geometry, with ωB97M-V/def2-TZVPD.

Structure (ORCA input):
```
! wB97M-V def2-TZVPD RIJCOSX def2/J DEFGRID3
* xyz 4 1
C 2.582 4.075 -0.635
C 1.607 3.241 -1.270
C 1.518 3.227 -2.707
C 2.354 4.112 -3.416
N 3.263 4.806 -2.768
C 3.362 4.896 -1.459
C 0.647 2.569 -0.480
C -0.089 2.053 0.452
C -1.396 2.192 1.041
C -1.904 1.115 1.884
C -3.292 0.646 1.628
C -3.997 1.436 0.703
C -3.670 2.769 0.487
C -2.356 3.199 0.734
Hf -1.142 -0.379 0.548
P 1.525 -0.595 -0.080
H 0.769 2.585 -3.178
H 2.632 4.078 0.470
H 2.235 4.157 -4.492
H 4.063 5.571 -0.977
H -2.088 4.255 0.546
H -1.243 0.785 2.712
H -4.441 3.435 0.068
H -3.622 -0.228 2.179
C 2.350 -2.258 0.145
C 3.504 -2.634 -0.789
H 1.545 -2.991 -0.011
H 2.658 -2.379 1.192
H 3.800 -3.675 -0.632
H 3.212 -2.528 -1.838
H 4.395 -2.014 -0.637
C 1.778 -0.200 -1.876
C 3.149 0.293 -2.346
H 1.057 0.600 -2.093
H 1.437 -1.040 -2.497
H 3.141 0.421 -3.439
H 3.369 1.271 -1.905
H 3.970 -0.382 -2.090
C 2.620 0.579 0.841
C 4.128 0.344 0.885
H 2.238 0.611 1.874
H 2.441 1.587 0.452
H 4.600 1.126 1.504
H 4.337 -0.640 1.320
H 4.587 0.386 -0.110
Br -5.450 0.418 -0.280
P -1.891 -1.682 -1.741
C -0.789 -2.473 -2.946
C -1.164 -3.830 -3.527
H 0.216 -2.540 -2.502
H -0.709 -1.784 -3.803
H -0.345 -4.184 -4.183
H -1.332 -4.598 -2.769
H -2.045 -3.783 -4.174
C -2.985 -2.868 -0.960
C -4.353 -3.166 -1.586
H -3.162 -2.569 0.089
H -2.432 -3.813 -0.896
H -4.850 -3.971 -1.021
H -5.036 -2.311 -1.576
H -4.274 -3.519 -2.622
C -2.897 -0.515 -2.661
C -3.233 -0.870 -4.108
H -2.387 0.465 -2.655
H -3.828 -0.360 -2.098
H -3.757 -0.025 -4.576
H -2.354 -1.081 -4.723
H -3.902 -1.731 -4.184
S -0.541 -1.743 2.535
C -0.292 -0.741 4.048
N -1.261 -0.229 4.816
C -1.003 0.367 6.121
C 0.386 1.004 6.139
C 1.440 0.050 5.590
N 0.996 -0.553 4.343
H -2.222 -0.459 4.568
H -1.087 -0.434 6.867
H -1.753 1.133 6.325
H 0.653 1.224 7.179
H 0.373 1.969 5.599
H 1.657 -0.786 6.274
H 2.351 0.611 5.379
H 1.631 -1.104 3.785
*
```

LUMO = -13.82 eV
Gap between HOMO and LUMO = 5.54 eV
E_HOMO = -19.352 eV

# 3
Computed, not measured: a molecular structure, C29H46BrNNiOP2 in a non-equilibrium geometry, with ωB97M-V/def2-TZVPD.

Structure (ORCA input):
```
! wB97M-V def2-TZVPD RIJCOSX def2/J DEFGRID3
* xyz 2 3
C -0.309 -2.861 5.599
C -0.708 -2.782 4.254
C -2.078 -2.899 3.964
C -2.981 -3.079 5.018
N -2.580 -3.224 6.279
C -1.291 -3.076 6.582
C 0.224 -2.703 3.165
C 1.022 -2.964 2.271
C 1.535 -2.800 0.944
C 1.927 -1.540 0.429
C 2.377 -1.483 -0.903
C 1.730 -2.418 -1.758
C 1.600 -3.734 -1.305
C 1.649 -3.918 0.083
Ni 0.332 -0.693 -1.413
P -0.189 0.866 0.467
H -2.428 -2.891 2.932
H 0.749 -2.823 5.855
H -4.045 -3.175 4.794
H -0.975 -3.191 7.621
H 1.685 -4.905 0.543
H 2.055 -0.688 1.083
H 1.559 -4.580 -1.982
H 3.050 -0.729 -1.266
C -0.447 2.670 0.141
C -1.486 3.418 0.987
H -0.700 2.755 -0.928
H 0.544 3.142 0.262
H -1.552 4.457 0.624
H -2.491 2.971 0.929
H -1.190 3.468 2.046
C -1.787 0.122 1.050
C -2.402 0.340 2.432
H -1.598 -0.959 0.942
H -2.510 0.411 0.270
H -3.430 -0.052 2.381
H -1.881 -0.235 3.209
H -2.473 1.387 2.754
C 0.837 0.834 2.014
C 0.643 1.844 3.136
H 1.873 0.969 1.665
H 0.721 -0.189 2.409
H 1.421 1.634 3.888
H 0.798 2.871 2.783
H -0.335 1.757 3.629
Br 1.535 -1.796 -3.663
P -1.328 0.215 -2.769
C -2.806 1.209 -2.343
C -3.522 1.869 -3.524
H -2.513 1.983 -1.618
H -3.493 0.523 -1.829
H -4.403 2.402 -3.143
H -2.891 2.608 -4.032
H -3.879 1.146 -4.268
C -0.554 1.114 -4.165
C -0.285 0.299 -5.423
H 0.417 1.469 -3.767
H -1.133 2.007 -4.419
H 0.533 0.751 -6.003
H 0.051 -0.713 -5.156
H -1.150 0.214 -6.093
C -2.032 -1.471 -3.033
C -3.266 -1.724 -3.904
H -2.309 -1.781 -2.012
H -1.190 -2.112 -3.335
H -3.334 -2.799 -4.121
H -4.182 -1.454 -3.362
H -3.238 -1.216 -4.874
C 5.435 1.707 0.268
C 4.864 3.021 -0.296
C 3.433 2.689 -0.735
O 3.163 1.297 -0.505
C 4.404 0.649 -0.110
H 6.413 1.452 -0.142
H 5.522 1.751 1.355
H 5.438 3.368 -1.154
H 4.860 3.809 0.457
H 2.708 3.279 -0.162
H 3.268 2.939 -1.795
H 4.803 0.016 -0.925
H 4.196 -0.042 0.722
*
```

LUMO (spin up / spin down) = -6.44 / -7.68 eV
<S²> = 2.0100
Gap between HOMO and LUMO (spin up / spin down) = 7.51 / 6.26 eV
E_HOMO (spin up / spin down) = -13.942 / -13.942 eV

ΔE to the lowest compared entry with this formula, charge and spin values (in eV) by entry order: 0.000 0.000 0.000.